The molecule C5H5N3 at a distorted geometry, computed with wB97M-V/def2-TZVPD.

Structure (XYZ):
```
13
C5H5N3, DFT wB97M-V/def2-TZVPD
C 2.0862 0.0231 0.0349
N 1.4620 -1.1842 -0.1626
C 0.1494 -0.7260 -0.0393
N -1.0820 -1.2329 0.1346
C -2.0617 -0.3046 0.0739
C -1.3097 1.1335 -0.2295
C 0.0929 0.7442 -0.0470
N 1.2781 1.3270 0.1914
H 3.1268 -0.2184 -0.1277
H -2.3805 -0.3285 1.1632
H -2.8555 -0.5953 -0.8433
H -1.4331 1.6465 0.7900
H -1.8079 1.9052 -0.8833
```

Results
highest occupied orbital energy	-9.96	eV
orbital gap	8.942	eV
net charge	0
SMILES string	C1=NC2=NCCC2=N1

A cluster of 6 separate species, C5H23NO6 in total at a distorted geometry, computed with wB97M-V/def2-TZVPD.

Structure (XYZ):
```
35
C5H23NO6, DFT wB97M-V/def2-TZVPD
C -1.1017 -0.8948 1.2250
C 0.3221 -0.4311 1.3900
C 0.7864 0.3331 0.1457
C 1.6735 1.6332 0.4902
N 1.4913 -0.5960 -0.8677
C 0.5584 -0.8265 -2.0239
O 0.7186 0.0245 -3.1386
H -1.4964 -0.3232 2.1123
H -1.6500 -0.4712 0.3024
H -1.1764 -1.9895 1.2718
H 0.2035 0.2761 2.2669
H 1.0274 -1.1357 1.6877
H -0.0911 0.5826 -0.4144
H 1.1209 2.4591 0.1269
H 1.5921 1.8786 1.5057
H 2.6399 1.4597 0.0659
H 2.3685 -0.1636 -1.0810
H -0.4412 -0.5951 -1.7329
H 0.4482 -1.8985 -2.3000
H 1.5633 0.0969 -3.4053
O -2.3963 1.7431 -2.3537
H -1.5310 2.3048 -2.2517
H -2.1592 1.3699 -3.1516
O -0.8946 3.6152 -1.4478
H -0.1912 3.2658 -0.9858
H -1.8432 3.5966 -1.1869
O 2.5219 -2.8127 2.1542
H 2.2809 -2.2192 1.4640
H 2.0145 -2.6309 2.9470
O 0.4962 -3.6174 0.4776
H 0.4751 -3.0423 -0.2854
H 1.3347 -4.1457 0.4668
O -3.0805 1.1421 2.2607
H -3.8725 1.2026 2.7959
H -3.7121 0.8095 1.4702
```

Results
highest occupied orbital energy	-9.51	eV
orbital gap	9.971	eV
net charge	0
SMILES string	CC[C@@H](C)NCO.O.O.O.O.O

A cluster of 11 separate species, C5H30N2O11 in total, computed with wB97M-V/def2-TZVPD.

Structure (XYZ):
```
48
C5H30N2O11, DFT wB97M-V/def2-TZVPD
C -1.3192 -0.5466 -2.3139
C -1.1878 -0.6167 -0.9877
N -2.1432 -1.3136 -0.2128
C -0.0912 0.0445 -0.2012
C 0.1650 1.5232 -0.5263
N 1.5990 1.8222 -0.4293
C -0.5886 2.4384 0.4283
O -0.1500 3.5141 0.7503
H -0.6364 -0.0037 -2.9455
H -2.0381 -1.0807 -2.9269
H -1.7765 -1.7251 0.6404
H -2.7114 -1.9887 -0.7047
H 0.8330 -0.5060 -0.3454
H -0.2983 -0.0529 0.8773
H -0.1585 1.7143 -1.5585
H 1.7756 2.8190 -0.3424
H 2.0901 1.5219 -1.2653
H -1.5757 2.0961 0.7746
O 0.0292 1.5382 2.7935
H -0.0454 2.3905 3.2135
H -0.6494 0.9267 3.1832
O 0.9305 0.6715 -4.1348
H 1.6761 0.1980 -3.7054
H 1.3284 1.1649 -4.8418
O -2.7902 2.0819 -2.2584
H -2.7364 1.4655 -1.5071
H -2.0289 1.8476 -2.7924
O -0.3507 -2.5055 2.5880
H -0.2272 -3.3264 3.0865
H 0.5193 -2.3048 2.1568
O -3.5094 0.4118 1.4577
H -4.4553 0.4442 1.4688
H -3.2528 -0.3558 0.8971
O 2.1267 -2.0076 1.5105
H 2.2246 -0.9863 1.6980
H 2.8515 -2.4152 2.0298
O 2.4196 0.4955 1.9569
H 1.6158 0.8468 2.4149
H 2.3985 0.9832 1.0907
O -1.9132 -0.1733 3.6715
H -2.5198 0.0740 2.9287
H -1.4795 -1.0023 3.4157
O 2.4696 -2.5271 -1.1735
H 2.3774 -2.3367 -0.2003
H 1.6125 -2.9047 -1.4303
O 2.9843 -0.4654 -2.8381
H 2.7672 -1.1742 -2.1780
H 3.8391 -0.7145 -3.2129
```

Results
highest occupied orbital energy	-8.80	eV
orbital gap	9.016	eV
net charge	0
SMILES string	C=C(N)C[C@H](N)C=O.O.O.O.O.O.O.O.O.O.O

A cluster of 5 separate species, C4H18BrNO5 in total at a distorted geometry, computed with wB97M-V/def2-TZVPD.

Structure (XYZ):
```
29
C4H18BrNO5, DFT wB97M-V/def2-TZVPD
N -2.4506 0.1791 0.4151
H -1.4978 0.4931 0.2979
H -2.8572 0.6325 1.2208
H -2.3911 -0.8206 0.5457
H -2.9666 0.3601 -0.4341
Br 0.7338 0.8034 0.5615
O 3.7693 1.2451 2.4268
H 2.9648 1.2631 1.9083
H 4.2146 0.4439 2.1512
C 1.1725 -4.8191 0.8261
C 1.3348 -3.2590 0.9874
O 1.0486 -2.5244 -0.2107
O -0.1262 -5.2192 0.4561
H 1.5283 -5.3450 1.7120
H 1.8512 -5.1122 0.0250
H 2.3214 -2.9654 1.3456
H 0.7521 -2.8602 1.8178
H 0.9964 -1.5996 0.0417
H -0.0451 -6.1121 0.1130
C -0.3533 3.8938 -1.8311
C -1.6898 3.5069 -1.1500
O -2.4627 2.9193 -2.1649
O 0.4796 2.8407 -2.1223
H 0.2344 4.4869 -1.1304
H -0.5037 4.5371 -2.6980
H -2.2326 4.3610 -0.7451
H -1.5124 2.7937 -0.3450
H -2.9345 3.5813 -2.6756
H 0.6218 2.2957 -1.3448
```

Results
highest occupied orbital energy	-9.11	eV
orbital gap	8.533	eV
net charge	0

A structure of composition C30H35IrN5O5P2S2Te, computed with wB97M-V/def2-TZVPD.

Structure (XYZ):
```
81
C30H35IrN5O5P2S2Te, DFT wB97M-V/def2-TZVPD
Ir -0.4739 -2.1122 0.6245
C -4.2684 -5.1027 2.2204
O -3.2778 -5.5519 1.2535
C -2.3291 -4.7040 0.9527
O -2.2310 -3.5626 1.4079
N -1.4376 -5.2144 0.0687
N -0.3960 -4.3837 -0.3580
H -4.8235 -5.9976 2.4780
H -4.9083 -4.3600 1.7478
H -3.7684 -4.6817 3.0874
H -1.5561 -6.1405 -0.3151
H -0.4554 -4.2000 -1.3564
H 0.5026 -4.8174 -0.1624
N 2.5351 4.4843 -1.2810
C 3.0779 5.7141 -0.9671
C 3.4704 6.8024 -1.7604
C 3.9769 7.8851 -1.0908
C 4.0963 7.9032 0.3124
C 3.7084 6.8291 1.0805
C 3.1882 5.7145 0.4184
N 2.7221 4.5172 0.9356
C 2.3436 3.8242 -0.0959
C 1.7682 2.4873 0.0240
C 1.4184 1.6925 -1.0646
C 0.8561 0.4500 -0.8497
N 0.6125 -0.0246 0.3739
C 0.9617 0.7307 1.4257
C 1.5434 1.9691 1.3001
H 2.3016 4.1595 -2.2022
H 3.3867 6.7981 -2.8374
H 4.2964 8.7525 -1.6508
H 4.5043 8.7872 0.7815
H 3.7947 6.8303 2.1573
H 1.5762 2.0138 -2.0839
H 0.5964 -0.1915 -1.6775
H 0.7267 0.3266 2.4031
H 1.8098 2.5507 2.1705
C 3.0447 -5.3098 -1.9440
C 3.9495 -4.6773 -0.9247
O 3.1579 -4.1727 0.2231
P 2.5953 -2.7167 0.2768
O 1.5383 -2.4088 -0.7336
Te 1.5197 -2.7621 2.4898
O 3.7459 -1.6760 0.2167
C 4.9400 -1.7286 1.0768
C 5.7907 -0.5374 0.7395
H 3.6535 -5.7028 -2.7581
H 2.3504 -4.5848 -2.3661
H 2.4962 -6.1468 -1.5136
H 4.5207 -3.8398 -1.3257
H 4.6338 -5.3890 -0.4680
H 5.4413 -2.6773 0.8836
H 4.5981 -1.7122 2.1143
H 6.1242 -0.5725 -0.2953
H 6.6697 -0.5345 1.3820
H 5.2462 0.3898 0.9051
S -2.0251 -0.6426 1.9541
P -2.9421 -0.3163 0.1812
S -1.9586 -1.5503 -1.1489
C -2.8414 1.3891 -0.3341
C -2.1002 2.3205 0.3857
C -2.0250 3.6314 -0.0576
C -2.6817 4.0070 -1.2195
C -3.4265 3.0787 -1.9401
C -3.5119 1.7728 -1.4997
C -4.6710 -0.7856 0.1968
C -5.1602 -1.8349 -0.5812
C -6.5047 -2.1709 -0.5227
C -7.3576 -1.4670 0.3143
C -6.8720 -0.4212 1.0897
C -5.5358 -0.0759 1.0311
H -1.6042 2.0262 1.2999
H -1.4619 4.3587 0.5097
H -2.6261 5.0309 -1.5617
H -3.9483 3.3788 -2.8369
H -4.1055 1.0554 -2.0539
H -4.5020 -2.3801 -1.2427
H -6.8862 -2.9734 -1.1382
H -8.4058 -1.7257 0.3575
H -7.5417 0.1293 1.7349
H -5.1697 0.7469 1.6333
```

Results
highest occupied orbital energy (alpha / beta)	-12.34 / -12.33	eV
orbital gap (alpha / beta)	7.445 / 3.694	eV
spin multiplicity	6
net charge	+2

The molecule C6H11N3OSi at a distorted geometry, computed with wB97M-V/def2-TZVPD.

Structure (XYZ):
```
22
C6H11N3OSi, DFT wB97M-V/def2-TZVPD
C -2.2628 -1.2676 -0.1379
Si -0.8984 0.1241 0.0050
C -0.9471 1.4275 -1.4179
C -1.2979 1.0780 1.6603
C 0.8106 -0.6032 0.0670
C 1.2501 -1.9647 0.0090
N 2.5575 -2.0165 0.0585
N 3.0062 -0.8492 0.0018
C 1.9875 0.0830 0.0901
N 2.1265 1.4408 0.0441
O 3.2374 1.8391 -0.3507
H -3.0954 -0.7481 -0.6574
H -1.7201 -2.0636 -0.8366
H -2.5888 -1.9137 0.7137
H -2.0538 1.6578 -1.7634
H -0.5893 2.4453 -1.1701
H -0.3911 1.1058 -2.3336
H -0.3475 0.9887 2.1829
H -1.3435 2.2442 1.4830
H -2.1547 0.6490 2.2081
H 0.7416 -2.9358 0.0735
H 3.9730 -0.7211 0.0706
```

Results
highest occupied orbital energy	-9.63	eV
orbital gap	8.565	eV
net charge	0
SMILES string	C[Si](C)(C)c1cn[nH]c1N=O

> Among the records above, which one has the highest net charge?

C30H35IrN5O5P2S2Te

> Which value of net charge does entry 1 give?

0